ORCA calculation (ωB97M-V/def2-TZVPD) on 7 unconnected molecules or ions with the total composition C53H116N9O in a non-equilibrium geometry.

## Properties
strongest force on any atom = 0.0968 hartree/bohr
HOMO-LUMO gap = 8.465 eV
energy = -2654.023007 a.u.
ΔE to the lowest compared entry with this formula, charge and spin = 1059.8 kJ/mol
LUMO energy = -14.634 eV
total charge = +7

Each line ends with the Löwdin charge.
Geometry (Å):
1 C 1.2495 -0.1616 7.9049  -0.0438
2 C 0.2167 -0.5835 6.9221  -0.1981
3 N -0.3077 0.4975 6.0866  -0.0315
4 C 0.4378 1.4264 5.3629  -0.0129
5 C -0.4208 2.4491 4.9424  0.0030
6 N -1.7125 2.0694 5.2765  -0.0780
7 C -1.6405 0.9117 5.9928  0.0494
8 C -2.9480 2.7622 4.8694  0.0213
9 H 0.8612 0.3715 8.7728  0.1085
10 H 2.0483 0.3054 7.3290  0.0835
11 H 1.7093 -0.9625 8.4839  0.1084
12 H -0.6236 -1.0303 7.4535  0.1423
13 H 0.6428 -1.3552 6.2811  0.0972
14 H 1.4615 1.1253 5.1957  0.1330
15 H -0.1777 3.2598 4.2715  0.1199
16 H -2.5061 0.3297 6.2730  0.1705
17 H -3.2462 3.2167 5.8142  0.1228
18 H -3.6969 2.1184 4.4082  0.1034
19 H -2.8186 3.6486 4.2483  0.0994
20 C 1.1349 0.7746 1.6681  -0.0352
21 C -0.1114 -0.1012 2.0350  -0.1634
22 N -0.0196 -1.4160 1.4983  -0.0530
23 C -0.9042 -1.9636 0.5696  0.0113
24 C -0.3968 -3.2150 0.1786  -0.0393
25 N 0.7484 -3.5059 0.8891  -0.0600
26 C 0.9724 -2.3899 1.7528  0.0618
27 C 1.5917 -4.7319 0.7810  0.0513
28 H 1.0723 1.7818 2.0800  0.0665
29 H 1.2470 0.7610 0.5840  0.0629
30 H 2.0907 0.3633 1.9929  0.0770
31 H -1.0050 0.4191 1.6902  0.1081
32 H -0.2246 -0.1777 3.1164  0.1106
33 H -1.7760 -1.4049 0.2625  0.1341
34 H -0.7957 -3.9369 -0.5186  0.1379
35 H 1.9061 -2.1388 2.2339  0.1590
36 H 1.9781 -5.0416 1.7520  0.1128
37 H 2.4846 -4.6002 0.1699  0.0939
38 H 0.9476 -5.5138 0.3786  0.1057
39 C 0.6157 -3.7673 4.9781  -0.0754
40 C -0.8051 -3.2692 4.8880  -0.2655
41 C -1.5960 -3.8196 3.7155  -0.1945
42 C -2.1250 -5.2432 3.9529  -0.0740
43 N -3.1852 -5.6178 2.8871  -0.2112
44 C -3.5441 -7.1356 2.9778  -0.0649
45 C -3.1887 -7.8231 1.6528  -0.1242
46 C -3.0716 -6.6974 0.6117  -0.1386
47 C -2.4571 -5.5998 1.4740  -0.1150
48 C -4.5072 -4.7890 2.9174  0.0643
49 H 1.0385 -3.6568 5.9767  0.0931
50 H 1.1426 -3.1121 4.2844  0.0441
51 H 0.8232 -4.7922 4.6706  0.0902
52 H -0.8892 -2.1826 4.8725  0.0798
53 H -1.3528 -3.5918 5.7735  0.1253
54 H -0.9695 -3.7686 2.8250  0.0733
55 H -2.4378 -3.1288 3.6669  0.1090
56 H -2.7512 -5.2525 4.8450  0.1450
57 H -1.3998 -6.0547 4.0129  0.1453
58 H -4.6013 -7.2319 3.2254  0.1381
59 H -2.9958 -7.6329 3.7779  0.1386
60 H -4.0072 -8.4595 1.3164  0.1377
61 H -2.2636 -8.3965 1.7122  0.1308
62 H -4.0869 -6.5138 0.2601  0.1228
63 H -2.4420 -6.9103 -0.2522  0.1268
64 H -2.5163 -4.5735 1.1117  0.0959
65 H -1.4091 -5.8430 1.6493  0.1183
66 H -4.2500 -3.7437 2.7462  0.0863
67 H -4.9643 -5.0709 3.8659  0.1192
68 H -5.1880 -5.1705 2.1565  0.1117
69 C 2.9417 4.1029 3.9585  -0.1293
70 C 3.9122 3.5715 3.0146  -0.2413
71 C 4.1491 4.6402 1.8761  -0.1431
72 C 2.9053 4.7286 0.9312  -0.0944
73 N 3.0973 5.8193 -0.2229  -0.2073
74 C 3.3621 7.2686 0.1747  -0.0596
75 C 2.8176 8.0182 -1.0305  -0.1818
76 C 1.7214 7.3088 -1.6399  -0.1583
77 C 1.7484 5.8997 -1.0258  -0.0868
78 C 4.1700 5.3118 -1.1801  0.0263
79 H 3.1117 5.1547 4.1886  0.1063
80 H 2.9611 3.5315 4.8865  0.0877
81 H 1.9571 4.0795 3.4914  0.0463
82 H 3.5057 2.6950 2.5099  0.0855
83 H 4.8135 3.3920 3.6006  0.1323
84 H 4.9121 4.2365 1.2106  0.1027
85 H 4.5014 5.6246 2.1842  0.1275
86 H 2.0754 5.1809 1.4742  0.1121
87 H 2.6213 3.7278 0.6058  0.1116
88 H 4.3837 7.5442 0.4366  0.1548
89 H 2.6825 7.5119 0.9914  0.1461
90 H 3.6225 8.1790 -1.7477  0.1355
91 H 2.4849 8.9985 -0.6893  0.1487
92 H 1.9006 7.2239 -2.7117  0.1314
93 H 0.7648 7.7877 -1.4312  0.1380
94 H 1.6953 5.1362 -1.8019  0.0975
95 H 0.8907 5.7513 -0.3697  0.1220
96 H 4.1313 5.8337 -2.1362  0.1171
97 H 3.9922 4.2471 -1.3314  0.0906
98 H 5.1667 5.3450 -0.7401  0.1148
99 C 7.7069 0.7519 -4.2664  -0.0900
100 C 7.0438 0.3564 -5.5798  -0.2375
101 C 5.8246 -0.5988 -5.6143  -0.1634
102 C 5.8184 -1.7752 -4.6026  -0.0565
103 N 4.6466 -2.7783 -4.7509  -0.2234
104 C 3.3947 -2.3197 -4.0177  -0.1414
105 C 3.5666 -2.6763 -2.5669  -0.1937
106 C 4.4289 -3.8816 -2.4988  -0.1405
107 C 4.8554 -4.0451 -3.9299  -0.0997
108 C 4.2823 -3.1000 -6.2140  0.0539
109 H 8.2408 -0.1132 -3.8732  0.0822
110 H 6.8945 1.1287 -3.6450  0.0597
111 H 8.3924 1.5913 -4.3823  0.0917
112 H 7.7340 -0.1696 -6.2393  0.1210
113 H 6.8468 1.2982 -6.0919  0.1176
114 H 5.8019 -1.0317 -6.6144  0.1111
115 H 4.9060 -0.0183 -5.5287  0.0846
116 H 5.6778 -1.5284 -3.5503  0.1248
117 H 6.7399 -2.3522 -4.6802  0.1509
118 H 2.4707 -2.7630 -4.3889  0.1371
119 H 3.2651 -1.2595 -4.2351  0.0851
120 H 2.6507 -2.9315 -2.0338  0.1021
121 H 4.0137 -1.7901 -2.1164  0.1154
122 H 3.8038 -4.7611 -2.3448  0.1247
123 H 5.3163 -3.9060 -1.8664  0.1432
124 H 4.2890 -4.8441 -4.4082  0.1442
125 H 5.8897 -4.3214 -4.1345  0.1518
126 H 5.1750 -3.5499 -6.6484  0.1290
127 H 3.9699 -2.2192 -6.7750  0.1068
128 H 3.5202 -3.8788 -6.2388  0.1113
129 C -3.2254 2.4204 1.1985  -0.1090
130 C -4.4804 2.7345 0.4120  -0.2309
131 C -4.9177 1.6396 -0.5772  -0.1760
132 C -6.1554 2.0691 -1.4632  -0.0744
133 N -6.8912 0.8585 -2.1225  -0.2306
134 C -7.4402 -0.1668 -1.0598  -0.0812
135 C -8.7706 -0.7342 -1.5434  -0.1201
136 C -9.0218 0.0099 -2.8449  -0.1590
137 C -8.2233 1.2575 -2.8004  -0.0984
138 C -5.9677 0.2280 -3.1538  0.0350
139 H -3.2161 2.9518 2.1501  0.0459
140 H -2.2993 2.7376 0.7191  0.0638
141 H -3.0863 1.3919 1.5316  0.0572
142 H -4.4153 3.6664 -0.1496  0.1209
143 H -5.2917 2.9727 1.0999  0.1246
144 H -5.3856 0.8495 0.0102  0.0930
145 H -4.0769 1.1731 -1.0904  0.0865
146 H -5.8986 2.8204 -2.2100  0.1372
147 H -6.9395 2.5411 -0.8711  0.1356
148 H -6.7572 -0.9411 -0.7102  0.1260
149 H -7.5161 0.5465 -0.2391  0.1215
150 H -8.8618 -1.8141 -1.6600  0.1324
151 H -9.4901 -0.4194 -0.7875  0.1333
152 H -8.7210 -0.5602 -3.7238  0.1252
153 H -10.0932 0.1933 -2.9263  0.1489
154 H -8.1278 1.7108 -3.7871  0.1495
155 H -8.7413 2.0260 -2.2267  0.1492
156 H -6.4998 -0.6687 -3.4713  0.1093
157 H -5.0540 -0.1116 -2.6659  0.0869
158 H -5.9133 0.9656 -3.9545  0.1160
159 C -0.1119 1.4758 -5.0142  0.0773
160 N 0.9598 1.1979 -3.8930  -0.3057
161 C 0.7581 -0.2195 -3.2222  0.0471
162 C 2.3250 1.2432 -4.5951  0.0108
163 C 0.9509 2.2343 -2.8094  -0.0880
164 C -0.4993 2.8869 -2.5119  -0.2179
165 O -1.4145 1.9114 -2.1711  -0.0635
166 H -1.0707 1.2808 -4.5339  0.0910
167 H 0.1412 0.8403 -5.8629  0.1230
168 H -0.2244 2.5492 -5.1662  0.1159
169 H -0.2299 -0.1551 -2.7661  0.0873
170 H 1.5534 -0.4276 -2.5065  0.0917
171 H 0.6866 -0.9132 -4.0599  0.1041
172 H 2.2257 0.4784 -5.3653  0.1037
173 H 3.0760 1.0723 -3.8239  0.1036
174 H 2.5406 2.2387 -4.9833  0.1246
175 H 1.6409 3.0210 -3.1146  0.1166
176 H 1.4100 1.8691 -1.8907  0.1162
177 H -0.8246 3.4287 -3.4000  0.1203
178 H -0.4884 3.7470 -1.8424  0.1165
179 H -2.1766 2.0159 -2.7453  0.1000